(1)
Computed, not measured: 12 unconnected molecules or ions with the total composition C15H52BBr2F3NO11P, with wB97M-V/def2-TZVPD.

## Properties
LUMO in eV: -0.52
SMILES string: N=[PH2]BCC[C@@](F)(Br)C(F)(F)Br.CO.CO.CO.CO.CO.CO.CO.CO.CO.CO.CO
HOMO level in eV: -8.050

Atoms and positions in Å:
N (0.30, -5.08, 3.51)
P (0.17, -4.31, 2.10)
B (-0.76, -2.62, 2.20)
C (-1.17, -1.77, 0.88)
C (-0.61, -2.36, -0.49)
C (0.85, -1.90, -0.85)
F (1.71, -1.75, 0.25)
Br (1.68, -3.36, -1.96)
C (0.94, -0.56, -1.70)
F (2.15, -0.63, -2.43)
F (-0.05, -0.41, -2.64)
Br (1.11, 1.07, -0.57)
H (-0.16, -5.98, 3.37)
H (1.47, -4.06, 1.53)
H (-0.52, -5.09, 1.09)
H (-0.99, -2.20, 3.27)
H (-0.98, -0.66, 1.00)
H (-2.31, -1.86, 0.81)
H (-0.68, -3.50, -0.51)
H (-1.33, -2.02, -1.31)
C (5.15, -2.69, 0.39)
O (5.25, -1.31, 0.72)
H (6.15, -3.13, 0.41)
H (4.52, -3.20, 1.12)
H (4.72, -2.80, -0.61)
H (4.36, -0.95, 0.70)
C (1.62, -7.13, -3.70)
O (2.46, -6.80, -2.60)
H (1.47, -8.21, -3.71)
H (0.65, -6.63, -3.59)
H (2.09, -6.82, -4.64)
H (2.58, -5.84, -2.61)
C (1.83, 4.98, 0.96)
O (1.57, 3.63, 1.32)
H (2.45, 5.44, 1.73)
H (2.36, 5.01, 0.01)
H (0.89, 5.53, 0.88)
H (1.02, 3.25, 0.62)
C (5.34, 3.59, -0.11)
O (5.45, 5.01, -0.09)
H (4.36, 3.32, -0.49)
H (6.11, 3.18, -0.77)
H (5.47, 3.20, 0.90)
H (6.32, 5.23, 0.25)
C (-2.74, -6.70, -3.96)
O (-2.06, -5.68, -3.23)
H (-2.24, -7.65, -3.79)
H (-3.77, -6.76, -3.62)
H (-2.72, -6.46, -5.03)
H (-2.52, -4.85, -3.40)
C (-3.84, 0.60, -0.05)
O (-2.77, 0.54, 0.88)
H (-3.59, -0.03, -0.91)
H (-4.76, 0.22, 0.41)
H (-3.99, 1.63, -0.39)
H (-3.01, 1.10, 1.63)
C (-5.46, -6.75, -1.10)
O (-6.38, -6.29, -2.09)
H (-4.78, -5.93, -0.85)
H (-6.00, -7.06, -0.21)
H (-4.89, -7.58, -1.50)
H (-6.97, -7.02, -2.29)
C (1.37, 3.71, -3.26)
O (1.26, 4.54, -2.12)
H (0.83, 2.78, -3.07)
H (0.93, 4.21, -4.13)
H (2.42, 3.48, -3.45)
H (1.74, 5.35, -2.31)
C (0.83, 6.54, 4.90)
O (1.94, 5.68, 4.66)
H (0.98, 7.06, 5.84)
H (0.77, 7.28, 4.09)
H (-0.09, 5.96, 4.94)
H (1.78, 5.23, 3.82)
C (3.14, 9.79, 3.75)
O (3.11, 8.82, 2.71)
H (2.40, 10.56, 3.53)
H (2.89, 9.31, 4.71)
H (4.13, 10.24, 3.81)
H (3.77, 8.15, 2.93)
C (-7.97, 1.45, 0.27)
O (-6.90, 1.40, 1.21)
H (-7.71, 0.82, -0.59)
H (-8.88, 1.07, 0.73)
H (-8.11, 2.47, -0.07)
H (-7.15, 1.95, 1.95)

Mulliken atomic charge list, values in e, 5 entries: N -0.8200; P 0.3909; B 0.4528; C -0.5846; C -0.4504

---

(2)
Computed, not measured: 13 unconnected molecules or ions with the total composition C15H53F3N22O14, with wB97M-V/def2-TZVPD.

## Properties
LUMO in eV: -0.85
HOMO level in eV: -9.355
Relative energy (zero: lowest compared OMol25 entry of this formula, charge and spin) in kcal/mol: 22.79

Atoms and positions in Å:
O (-12.19, -1.44, 3.18)
H (-13.13, -1.69, 3.27)
H (-11.91, -1.05, 4.06)
H (-11.62, -2.19, 2.88)
C (-11.72, 0.05, 6.13)
O (-12.29, 0.57, 4.95)
O (-11.96, -1.26, 6.05)
C (-10.23, 0.46, 6.16)
F (-10.07, 1.79, 6.15)
F (-9.64, 0.06, 7.31)
F (-9.59, -0.11, 5.13)
C (-13.00, 1.81, 5.04)
C (-13.98, 1.97, 3.86)
H (-13.55, 2.25, 2.89)
H (-14.49, 1.03, 3.65)
H (-14.77, 2.70, 4.04)
H (-12.35, 2.68, 4.96)
H (-13.68, 1.82, 5.89)
H (-12.10, 0.54, 7.04)
C (-12.26, -1.16, 10.44)
O (-11.51, -1.03, 9.47)
N (-13.11, -0.16, 10.83)
N (-12.36, -2.30, 11.15)
H (-13.51, -0.29, 11.74)
H (-13.12, 0.71, 10.31)
H (-12.95, -2.37, 11.96)
H (-11.90, -3.16, 10.94)
C (-13.73, 3.47, 9.02)
O (-13.50, 4.52, 9.58)
N (-12.91, 2.38, 9.16)
N (-14.93, 3.17, 8.42)
H (-12.16, 2.65, 9.79)
H (-13.15, 1.47, 8.81)
H (-15.17, 2.26, 8.06)
H (-15.72, 3.77, 8.56)
C (-6.52, -1.87, 7.33)
O (-5.42, -2.21, 6.91)
N (-6.75, -1.19, 8.49)
N (-7.67, -2.35, 6.75)
H (-7.46, -0.49, 8.55)
H (-5.86, -1.03, 8.93)
H (-8.53, -2.20, 7.25)
H (-7.50, -3.11, 6.11)
C (-8.75, 4.95, 7.39)
O (-8.01, 4.01, 7.68)
N (-9.46, 5.06, 6.23)
N (-8.84, 6.06, 8.17)
H (-9.43, 5.93, 5.75)
H (-9.51, 4.21, 5.70)
H (-9.52, 6.71, 7.81)
H (-8.42, 6.14, 9.07)
C (-17.48, 0.01, 3.89)
O (-17.26, -0.75, 2.93)
N (-17.32, 1.35, 3.76)
N (-17.83, -0.47, 5.11)
H (-16.96, 1.72, 2.90)
H (-17.60, 1.81, 4.61)
H (-17.81, 0.18, 5.88)
H (-18.24, -1.37, 5.25)
C (-12.06, -4.66, 4.54)
O (-12.01, -5.55, 3.69)
N (-10.98, -3.85, 4.81)
N (-13.17, -4.32, 5.19)
H (-11.15, -3.07, 5.42)
H (-10.08, -4.25, 4.57)
H (-14.06, -4.78, 5.08)
H (-13.16, -3.80, 6.06)
C (-15.65, -0.26, -0.19)
O (-15.38, -0.14, -1.39)
N (-14.75, -0.15, 0.82)
N (-16.94, -0.30, 0.22)
H (-13.79, -0.03, 0.57)
H (-15.03, -0.16, 1.79)
H (-17.17, -0.34, 1.22)
H (-17.65, -0.34, -0.47)
C (-15.46, -1.65, 6.61)
O (-16.62, -1.98, 6.92)
N (-14.51, -1.64, 7.60)
N (-15.03, -1.38, 5.39)
H (-14.60, -2.25, 8.40)
H (-13.56, -1.45, 7.31)
H (-15.66, -1.44, 4.61)
H (-14.10, -0.98, 5.26)
C (-9.31, 2.14, 10.61)
O (-9.87, 2.47, 11.66)
N (-8.10, 2.61, 10.19)
N (-9.87, 1.24, 9.76)
H (-7.70, 2.30, 9.34)
H (-7.69, 3.27, 10.83)
H (-9.48, 0.89, 8.90)
H (-10.67, 0.71, 10.04)
C (-13.45, 6.52, 1.55)
O (-12.84, 7.53, 1.22)
N (-14.50, 6.55, 2.43)
N (-13.05, 5.27, 1.25)
H (-15.09, 5.77, 2.65)
H (-14.78, 7.45, 2.79)
H (-12.20, 5.25, 0.72)
H (-13.61, 4.46, 1.45)
C (-12.58, -4.57, 8.51)
O (-13.65, -4.12, 8.96)
N (-12.39, -5.91, 8.38)
N (-11.62, -3.82, 7.89)
H (-13.18, -6.46, 8.65)
H (-11.57, -6.21, 7.90)
H (-10.92, -4.35, 7.41)
H (-11.87, -2.86, 7.69)

Mulliken atomic charge list, values in e, 5 entries: O -0.3310; H 0.4487; H 0.1236; H 0.4231; C 1.3929